# 1
# C5H9NO

C5H9NO as an isolated structure at a distorted geometry (the ωB97M-V functional and the def2-TZVPD basis, the Open Molecules 2025 dataset).

Last column: Mulliken charge in e.
Atoms and positions in Å:
C  0.80  -1.17  0.26  -1.263
C  0.50  0.57  0.08  0.492
O  1.59  1.28  0.49  -0.541
C  -0.27  0.92  -1.23  -0.535
N  -1.38  1.38  -0.42  -0.669
C  -1.16  -0.81  0.59  -1.078
C  -0.87  0.69  0.70  0.253
H  0.28  -2.15  0.33  0.394
H  1.46  -1.14  1.13  0.334
H  1.37  -1.31  -0.67  0.385
H  2.12  1.51  -0.29  0.360
H  -0.41  -0.01  -1.83  0.207
H  0.16  1.68  -1.91  0.390
H  -1.59  -1.13  -0.37  0.394
H  -1.52  -1.41  1.43  0.422
H  -1.08  1.09  1.70  0.456

The value obtained for the LUMO energy (spin up / spin down) is 0.47 / -0.07 eV. The electronic energy comes out at -325.65223 a.u. The value obtained for the relative energy (zero: lowest compared OMol25 entry of this formula, charge and spin) is 749.13 kJ/mol. The gap between HOMO and LUMO (spin up / spin down) is 0.33598 / 0.24586 Eh.

=====

# 2
# C9H17ClOSi

One molecule with the formula C9H17ClOSi at a distorted geometry (the ωB97M-V functional and the def2-TZVPD basis, the Open Molecules 2025 dataset).

Last column: Mulliken charge in e.
Atoms and positions in Å:
C  -0.75  2.88  -0.45  -0.977
C  -2.49  0.18  2.19  -0.911
C  -1.32  1.67  -0.71  -0.372
C  -1.32  0.23  1.54  -0.372
C  2.15  0.88  -1.32  -1.475
C  2.29  -0.54  0.73  -1.288
C  1.37  0.33  -0.15  1.049
C  0.13  -0.53  -0.61  -0.292
C  -1.28  0.37  0.05  0.826
O  0.09  -1.82  -0.20  0.091
Si  -0.45  -3.28  -0.43  0.110
Cl  -2.58  -0.62  -0.75  -0.174
H  -0.82  3.59  -1.26  0.303
H  -0.26  3.19  0.49  0.296
H  -2.41  0.07  3.23  0.354
H  -3.45  0.63  1.91  0.271
H  -1.81  1.50  -1.61  0.419
H  -0.35  0.24  2.03  0.253
H  3.17  1.17  -1.02  0.383
H  2.20  0.18  -2.19  0.314
H  1.75  1.86  -1.80  0.268
H  2.34  -1.54  0.31  0.299
H  3.24  0.08  0.95  0.364
H  1.77  -0.83  1.70  0.242
H  1.05  1.22  0.41  -0.077
H  -0.09  -0.35  -1.70  0.495
H  0.42  -4.30  0.07  -0.160
H  -0.95  -3.25  -1.83  -0.111
H  -1.63  -3.19  0.41  -0.130

The structure (SMILES) is C=CC(Cl)(C=C)[C@H](O[SiH3])C(C)C. The value obtained for the LUMO energy is 0.81 eV. The electronic energy comes out at -1177.93351 a.u. The value obtained for the relative energy (zero: lowest compared OMol25 entry of this formula, charge and spin) is 437.06 kJ/mol. The gap between HOMO and LUMO is 0.35902 Eh.

=====

# 3
# C12H15F9O6

A 3-piece molecular cluster, C12H15F9O6 overall at a distorted geometry (the ωB97M-V functional and the def2-TZVPD basis, the Open Molecules 2025 dataset).

Last column: Mulliken charge in e.
Atoms and positions in Å:
C  -0.87  2.60  2.32  -0.892
C  -0.71  4.04  1.72  -0.438
O  -1.96  4.62  1.75  -0.243
C  -2.20  5.83  1.16  0.310
O  -1.38  6.48  0.51  -0.523
C  -3.67  6.33  1.43  0.892
F  -4.59  5.37  0.90  -0.266
F  -3.98  6.39  2.80  -0.249
F  -3.94  7.44  0.89  -0.194
H  -1.39  2.04  1.60  0.154
H  -1.37  2.43  3.35  0.383
H  0.15  2.14  2.61  0.273
H  -0.54  4.04  0.77  0.502
H  0.06  4.48  2.29  0.299
C  1.83  -3.30  -0.07  -1.364
C  3.25  -3.64  -0.57  -0.343
O  3.13  -5.07  -0.60  -0.243
C  4.08  -5.74  -1.28  0.297
O  4.92  -5.19  -1.97  -0.521
C  3.89  -7.26  -1.22  0.888
F  2.63  -7.57  -1.45  -0.214
F  4.65  -7.89  -2.20  -0.238
F  4.35  -7.80  0.03  -0.256
H  1.68  -2.23  0.23  0.160
H  1.67  -3.59  0.75  0.897
H  0.95  -3.66  -0.72  0.229
H  4.20  -3.48  0.11  0.270
H  3.28  -3.35  -1.49  0.420
C  -3.44  0.31  -1.70  -1.296
C  -2.19  1.08  -1.63  -0.057
O  -1.27  0.26  -0.96  -0.235
C  -0.08  0.73  -0.70  0.115
O  0.27  1.94  -0.76  -0.561
C  0.77  -0.24  0.21  1.161
F  1.87  0.28  0.75  -0.245
F  0.07  -0.92  1.08  -0.205
F  1.23  -1.11  -0.85  -0.285
H  -3.93  0.09  -0.77  0.317
H  -3.34  -0.80  -2.18  0.242
H  -4.16  0.68  -2.32  0.498
H  -2.14  1.99  -1.15  0.322
H  -1.80  1.25  -2.68  0.236

The structure (SMILES) is CCOC(=O)C(F)(F)F.CCOC(=O)C(F)(F)F.CCOC(=O)C(F)(F)F. The value obtained for the LUMO energy is 0.24 eV. The electronic energy comes out at -1816.31786 a.u. The value obtained for the relative energy (zero: lowest compared OMol25 entry of this formula, charge and spin) is 599.59 kJ/mol. The gap between HOMO and LUMO is 0.41951 Eh.

=====

# 4
# C12H8NO5Sc

C12H8NO5Sc as an isolated structure at a distorted geometry (the ωB97M-V functional and the def2-TZVPD basis, the Open Molecules 2025 dataset).

Last column: Mulliken charge in e.
Atoms and positions in Å:
Sc  -1.10  -12.37  0.30  1.070
O  -3.12  -6.92  2.65  -0.510
C  -2.58  -8.03  2.08  0.985
C  -2.95  -8.43  0.75  -0.472
C  -2.62  -9.69  0.29  -0.187
N  -1.93  -10.50  1.18  -0.095
C  -1.52  -10.10  2.35  0.441
C  -1.86  -8.87  2.92  -0.785
C  -0.69  -11.12  3.04  0.402
O  -0.53  -11.10  4.27  -0.612
O  -0.27  -12.07  2.18  -0.658
C  -2.73  -10.32  -1.03  0.434
O  -3.48  -9.71  -1.80  -0.615
O  -1.98  -11.38  -1.27  -0.686
H  -3.34  -6.21  1.95  0.349
H  -3.53  -7.79  0.08  0.421
H  -1.56  -8.62  3.90  0.627
C  -1.96  -16.00  0.29  -0.440
C  -2.36  -15.45  -0.96  -0.659
C  -2.76  -14.11  -0.70  -0.400
C  -2.66  -13.87  0.73  -0.111
C  -2.14  -15.06  1.29  -0.777
H  -1.58  -16.99  0.32  0.467
H  -2.57  -16.03  -1.87  0.409
H  -3.21  -13.49  -1.48  0.427
H  -3.07  -13.09  1.37  0.514
H  -2.07  -15.32  2.31  0.461

The value obtained for the LUMO energy is -1.01 eV. The electronic energy comes out at -1653.84756 a.u. The gap between HOMO and LUMO is 0.26633 Eh.

=====

# 5
# C21H22MoNPSe2

C21H22MoNPSe2 as an isolated structure at a distorted geometry (the ωB97M-V functional and the def2-TZVPD basis, the Open Molecules 2025 dataset).

Last column: Löwdin spin population.
Atoms and positions in Å:
Mo  8.81  11.41  8.76  2.377
Se  11.44  11.35  8.98  -0.288
P  11.05  13.53  9.22  0.018
Se  8.87  13.95  9.42  -0.054
C  11.86  14.31  10.63  0.008
C  12.46  13.49  11.59  -0.002
C  13.03  14.04  12.73  0.000
C  13.00  15.42  12.92  0.001
C  12.39  16.23  11.96  0.000
C  11.86  15.70  10.78  0.001
C  11.84  14.26  7.79  -0.009
C  13.23  14.12  7.65  -0.008
C  13.83  14.55  6.48  0.001
C  13.09  15.19  5.48  -0.004
C  11.71  15.38  5.68  -0.002
C  11.09  14.90  6.82  -0.001
H  12.50  12.41  11.44  -0.003
H  13.52  13.36  13.43  0.000
H  13.40  15.87  13.82  0.000
H  12.32  17.29  12.10  0.000
H  11.37  16.31  10.02  0.000
H  13.82  13.72  8.47  0.000
H  14.91  14.37  6.35  0.000
H  13.54  15.56  4.56  0.000
H  11.10  15.87  4.93  0.000
H  10.03  15.07  6.97  -0.001
C  5.96  12.42  9.76  0.008
N  6.66  11.38  8.97  0.010
C  6.33  11.55  7.55  0.022
C  6.36  10.05  9.48  0.012
C  7.40  9.00  9.21  -0.002
C  7.00  7.68  9.06  -0.002
C  7.92  6.68  8.80  -0.007
C  9.28  7.02  8.76  -0.004
C  9.67  8.36  8.92  -0.012
C  8.74  9.35  9.08  -0.071
H  4.87  12.23  9.77  0.000
H  6.23  13.38  9.25  0.000
H  6.36  12.43  10.79  0.001
H  5.66  10.76  7.16  0.000
H  7.29  11.47  6.99  0.014
H  5.94  12.56  7.35  0.001
H  5.38  9.69  9.08  0.001
H  6.28  10.17  10.58  0.001
H  5.96  7.46  9.19  0.000
H  7.64  5.63  8.69  0.000
H  10.06  6.28  8.67  0.000
H  10.73  8.61  8.97  -0.002

The value obtained for the LUMO energy (spin up / spin down) is -9.36 / -8.12 eV. Its spin multiplicity is 3. The electronic energy comes out at -6079.96982 a.u. As for the charge: +2. The gap between HOMO and LUMO (spin up / spin down) is 0.19583 / 0.24184 Eh.

=====

# 6
# C48H44N5NiO2P2S2

C48H44N5NiO2P2S2 as an isolated structure (the ωB97M-V functional and the def2-TZVPD basis, the Open Molecules 2025 dataset).

Last column: Mulliken charge in e.
Atoms and positions in Å:
Ni  0.08  -0.78  0.04  -0.112
C  2.81  -0.93  -2.37  -1.630
C  2.80  -0.02  -1.13  -0.698
P  2.31  -0.96  0.37  1.072
C  3.58  -2.27  0.41  0.673
C  4.90  -1.84  0.56  -0.926
C  5.94  -2.76  0.52  -0.702
C  5.67  -4.11  0.33  -0.580
C  4.37  -4.54  0.19  -0.605
C  3.32  -3.63  0.23  0.022
C  2.80  0.07  1.78  0.612
C  2.84  1.45  1.67  -0.489
C  3.10  2.23  2.79  -0.535
C  3.31  1.62  4.02  -0.693
C  3.28  0.24  4.13  -0.802
C  3.02  -0.54  3.01  -0.511
C  1.42  -1.21  -2.98  -0.773
P  0.14  -1.88  -1.86  0.992
C  0.42  -3.65  -1.63  1.025
C  0.91  -4.45  -2.66  -0.894
C  1.06  -5.81  -2.47  -0.742
C  0.70  -6.39  -1.26  -0.730
C  0.18  -5.61  -0.24  -0.439
C  0.05  -4.24  -0.42  -0.468
C  -1.39  -1.83  -2.82  0.938
C  -1.56  -1.00  -3.93  -0.347
C  -2.78  -0.97  -4.60  -0.825
C  -3.83  -1.77  -4.17  -0.634
C  -3.67  -2.59  -3.07  -0.721
C  -2.46  -2.62  -2.39  -0.628
H  3.32  -1.87  -2.16  0.309
H  3.40  -0.43  -3.14  0.515
H  2.10  0.80  -1.27  -0.006
H  3.80  0.40  -0.98  0.819
H  5.12  -0.80  0.73  0.350
H  6.96  -2.42  0.64  0.439
H  6.49  -4.82  0.30  0.402
H  4.15  -5.59  0.05  0.491
H  2.31  -3.98  0.12  0.270
H  2.65  1.93  0.73  0.168
H  3.12  3.31  2.70  0.461
H  3.51  2.23  4.90  0.428
H  3.45  -0.23  5.09  0.442
H  3.00  -1.62  3.10  0.463
H  1.51  -1.87  -3.84  0.936
H  1.01  -0.27  -3.34  -0.206
H  1.17  -4.01  -3.62  0.377
H  1.45  -6.43  -3.27  0.466
H  0.81  -7.46  -1.12  0.421
H  -0.12  -6.06  0.69  0.455
H  -0.34  -3.62  0.38  0.129
H  -0.76  -0.37  -4.28  0.448
H  -2.89  -0.34  -5.47  0.442
H  -4.77  -1.74  -4.70  0.424
H  -4.49  -3.21  -2.73  0.447
H  -2.35  -3.26  -1.53  0.305
O  -4.17  2.53  1.11  -0.702
C  -4.38  1.31  1.65  1.028
C  -5.50  1.19  2.47  -0.780
C  -5.81  -0.02  3.05  -0.479
C  -5.04  -1.15  2.81  -0.850
C  -3.95  -1.05  1.98  -1.080
C  -3.59  0.18  1.40  0.397
C  -2.42  0.17  0.53  -0.433
O  -1.99  -0.88  0.02  0.145
N  -1.70  1.36  0.35  0.966
N  -0.84  1.22  -0.79  0.564
C  -1.00  2.15  -1.64  -0.448
S  -2.28  3.35  -1.57  -0.008
C  -1.65  4.35  -2.95  -0.386
C  -1.00  3.41  -3.94  -0.735
S  0.09  2.31  -3.01  0.014
H  -3.31  2.55  0.67  0.205
H  -6.10  2.07  2.65  0.526
H  -6.68  -0.08  3.70  0.410
H  -5.29  -2.10  3.27  0.453
H  -3.33  -1.91  1.78  0.395
H  -0.94  5.07  -2.56  0.046
H  -2.50  4.87  -3.38  0.543
H  -0.38  3.95  -4.66  0.523
H  -1.74  2.81  -4.48  0.271
C  -0.96  -0.08  3.92  -2.061
C  -0.32  -0.56  2.81  -0.236
N  -0.09  0.14  1.69  0.898
C  -0.63  1.47  1.54  0.779
C  -1.18  2.07  2.79  0.201
C  -1.37  1.27  3.88  -0.296
C  -1.54  3.47  2.90  -0.982
C  -1.33  4.61  2.21  -0.888
C  -0.46  5.02  1.11  1.090
C  -0.61  6.32  0.61  -0.749
C  0.22  6.73  -0.40  -0.505
N  1.17  5.94  -0.92  -0.626
C  1.24  4.74  -0.38  -0.362
N  0.50  4.23  0.60  0.176
H  -1.08  -0.69  4.79  0.497
H  0.07  -1.57  2.81  0.365
H  0.08  2.14  1.07  0.645
H  -1.82  1.71  4.76  0.459
H  -2.21  3.62  3.74  0.314
H  -1.89  5.46  2.60  0.328
H  -1.36  6.98  1.01  0.448
H  0.15  7.73  -0.81  0.393
H  2.00  4.08  -0.79  0.477

The value obtained for the LUMO energy is -2.67 eV. The electronic energy comes out at -5266.99313 a.u. As for the charge: +1. The value obtained for the relative energy (zero: lowest compared OMol25 entry of this formula, charge and spin) is 174.29 kJ/mol. The gap between HOMO and LUMO is 0.23252 Eh.

=====

# 7
# C21H48O13

C21H48O13 as an isolated structure at a distorted geometry (the ωB97M-V functional and the def2-TZVPD basis, the Open Molecules 2025 dataset).

Last column: Mulliken charge in e.
Atoms and positions in Å:
C  9.95  13.22  6.11  -1.041
O  9.05  12.30  5.70  -0.386
H  10.93  13.09  6.23  0.447
H  9.74  13.55  7.10  0.349
H  9.98  14.11  5.58  0.387
H  8.28  12.60  5.08  0.240
C  4.59  8.52  1.18  -0.651
O  4.69  7.08  1.11  -0.558
H  5.35  8.70  1.52  0.335
H  3.69  8.91  1.88  0.191
H  4.39  8.79  0.13  0.335
H  4.91  6.72  1.86  0.329
C  2.84  8.03  8.36  -0.937
O  3.34  8.83  7.34  -0.357
H  2.62  8.59  9.43  0.192
H  3.33  7.25  8.62  0.472
H  1.96  7.73  7.93  0.335
H  3.95  8.27  6.90  0.294
C  8.04  6.52  7.86  -0.086
O  7.49  6.16  9.15  -0.531
H  8.74  5.72  7.60  0.332
H  8.56  7.58  7.83  0.112
H  7.27  6.59  7.05  -0.139
H  8.23  6.31  9.70  0.288
C  11.57  8.96  2.02  -0.128
O  11.54  9.40  0.68  -0.523
H  11.77  7.92  2.00  0.232
H  10.59  9.25  2.48  -0.104
H  12.32  9.64  2.66  0.208
H  10.67  9.26  0.46  0.299
C  4.43  12.54  2.96  0.083
O  3.35  13.22  3.51  -0.522
H  4.00  11.70  2.62  -0.113
H  5.05  12.64  3.91  0.046
H  4.82  13.29  2.19  0.309
H  3.51  14.12  3.52  0.278
C  6.66  11.51  7.98  0.039
O  7.59  12.27  8.68  -0.506
H  7.23  10.69  7.56  -0.022
H  6.34  12.10  6.79  -0.101
H  5.75  11.24  8.60  0.304
H  8.14  11.70  9.10  0.296
C  11.26  7.28  5.92  -1.109
O  10.64  6.47  5.00  -0.588
H  11.22  8.25  5.70  0.400
H  12.18  7.01  6.09  0.655
H  10.79  7.49  6.86  0.266
H  11.04  5.55  5.10  0.334
C  1.22  10.50  2.92  -0.111
O  1.01  10.39  4.37  -0.497
H  0.52  9.64  2.55  0.228
H  2.33  10.43  2.70  -0.280
H  0.80  11.37  2.32  0.295
H  1.43  11.04  4.82  0.280
C  1.94  3.73  8.16  -0.678
C  0.88  4.27  7.45  -0.594
C  1.10  4.94  6.23  0.316
C  2.40  4.86  5.66  -0.242
C  3.50  4.32  6.45  -0.238
C  3.18  3.81  7.74  0.520
O  4.23  3.02  8.25  -0.527
O  0.07  5.47  5.41  -0.535
H  1.84  3.22  9.03  0.513
H  0.01  4.27  7.95  0.449
H  2.66  5.25  4.56  0.120
H  4.44  4.32  6.01  0.340
H  5.02  3.31  7.94  0.268
H  -0.85  5.19  5.53  0.308
C  7.22  7.02  4.23  -1.374
C  5.80  6.82  4.32  -0.960
C  4.86  7.93  4.36  0.069
C  5.36  9.24  4.47  0.256
C  6.73  9.33  4.47  -0.408
C  7.61  8.25  4.32  0.561
O  8.98  8.63  4.20  -0.331
O  3.51  7.62  4.52  -0.455
H  7.69  6.19  4.22  1.009
H  5.34  5.88  4.16  0.678
H  4.65  9.99  4.69  0.866
H  7.18  10.39  4.71  -0.032
H  9.48  7.91  4.40  -0.033
H  3.14  8.47  4.64  0.233

The value obtained for the LUMO energy is 0.15 eV. The electronic energy comes out at -1806.49267 a.u. The value obtained for the relative energy (zero: lowest compared OMol25 entry of this formula, charge and spin) is 142.13 kJ/mol. The gap between HOMO and LUMO is 0.30848 Eh.